This record from OMol25 describes C62H154MnO32 as an isolated structure. The level of theory is wB97M-V/def2-TZVPD.

```
249
Properties=species:S:1:pos:R:3:forces:R:3
Mn -2.769 1.180 -1.565 2.60 -0.28 0.66
O -1.961 -0.381 -0.393 0.31 0.83 -1.20
C -0.601 -0.029 -0.299 0.30 0.35 -0.31
C 0.016 1.078 -1.324 -1.19 1.10 1.05
O -0.855 2.157 -1.685 -0.92 -1.60 0.17
H 0.076 -0.883 -0.323 0.13 -0.69 -0.86
H -0.396 0.234 0.738 0.01 1.09 0.38
H 0.484 0.666 -2.218 -0.17 -0.74 -0.33
H 0.840 1.574 -0.813 0.62 -0.32 0.53
C 2.856 -2.014 -8.408 0.79 -1.22 -0.19
O 2.590 -1.260 -7.290 -0.22 1.15 0.76
C 2.421 0.110 -7.574 -0.71 0.78 0.60
C 1.889 0.727 -6.275 -0.09 1.42 0.63
O 1.533 2.141 -6.340 1.44 -2.08 -1.99
C 1.119 2.707 -5.149 -0.66 0.44 -0.48
H 3.125 -2.987 -7.997 -0.25 -0.27 -0.38
H 3.746 -1.690 -8.947 0.08 0.38 -0.20
H 2.016 -2.090 -9.098 -0.18 0.01 -0.07
H 1.671 0.254 -8.351 -0.18 -0.04 -0.24
H 3.335 0.590 -7.924 0.28 -0.06 0.11
H 2.630 0.692 -5.476 0.19 -0.60 0.04
H 1.005 0.161 -5.982 -0.12 -0.19 0.14
H 0.136 2.290 -4.928 -0.25 0.26 0.63
H 1.059 3.747 -5.471 -0.37 0.25 0.76
H 1.775 2.618 -4.283 0.31 -0.28 -0.02
C -0.810 -7.748 4.282 0.05 -3.08 2.29
O -0.889 -6.548 3.734 1.13 3.31 -2.34
C 0.294 -6.099 2.999 -1.34 0.94 -0.11
C -0.025 -4.641 2.689 0.05 0.08 -0.17
O 1.042 -3.954 2.034 -0.37 0.13 1.11
C 0.569 -2.658 1.685 0.21 -0.01 -1.22
H -0.095 -7.818 5.101 0.58 0.21 0.23
H -0.562 -8.597 3.645 -0.13 0.00 -0.63
H -1.751 -7.955 4.791 -0.28 -0.13 -0.28
H 0.327 -6.535 2.001 0.37 -0.89 0.26
H 1.221 -6.183 3.566 -0.04 -0.35 0.09
H -0.374 -4.148 3.596 0.29 0.34 0.25
H -0.886 -4.654 2.021 -0.27 0.02 -0.19
H -0.223 -2.815 0.952 -0.53 0.34 0.14
H 1.308 -2.072 1.138 0.54 -0.45 0.14
H 0.246 -2.000 2.491 -0.23 -0.43 0.50
C -6.901 -2.377 2.362 -0.73 0.91 0.40
O -7.140 -1.441 3.435 0.15 -0.16 -1.22
C -6.183 -1.473 4.478 0.53 0.28 -1.14
C -4.699 -1.164 3.984 -1.35 -0.79 0.52
O -4.175 -2.233 3.242 -3.29 -1.48 0.77
C -2.898 -2.157 2.787 0.91 0.45 -0.07
H -6.208 -1.982 1.618 0.69 -0.18 0.36
H -7.824 -2.432 1.784 -0.33 -0.34 0.43
H -6.610 -3.331 2.800 0.14 -0.12 -0.44
H -6.329 -2.428 4.984 0.70 -0.19 0.26
H -6.557 -0.673 5.117 0.55 0.02 0.32
H -4.084 -0.986 4.866 0.21 0.30 0.16
H -4.781 -0.272 3.363 0.20 0.37 -0.04
H -2.623 -3.060 2.241 -0.34 -0.01 -0.07
H -2.266 -2.138 3.675 0.86 0.67 -0.20
H -2.893 -1.309 2.102 1.18 0.22 -0.11
C -2.707 -7.893 0.698 0.18 0.59 0.57
O -4.049 -7.765 0.281 -0.52 0.32 0.02
C -4.835 -6.649 0.803 1.04 -0.87 0.13
C -4.121 -5.293 0.915 -1.52 -0.02 -0.99
O -3.947 -4.785 -0.396 0.64 -0.56 -0.83
C -3.462 -3.463 -0.528 -0.16 -0.17 0.64
H -2.104 -7.078 0.296 0.20 0.06 -0.16
H -2.248 -8.842 0.424 -0.57 -0.06 -0.65
H -2.566 -7.885 1.778 -0.35 0.29 0.41
H -5.238 -6.928 1.776 0.38 0.00 0.51
H -5.738 -6.623 0.192 0.36 0.34 -0.46
H -3.232 -5.344 1.544 0.32 0.05 -0.18
H -4.849 -4.620 1.367 -0.02 0.10 0.73
H -3.457 -3.138 -1.569 -0.02 -0.46 -0.09
H -2.451 -3.367 -0.133 0.08 0.19 0.07
H -4.135 -2.787 -0.001 0.09 0.33 0.30
C 0.980 3.763 1.717 0.70 0.27 -0.71
O 2.249 4.399 1.978 -0.87 -1.33 0.84
C 2.708 5.274 0.991 -0.33 1.74 1.63
C 3.631 6.358 1.672 -0.58 -1.26 -0.49
O 2.964 7.152 2.732 1.36 -0.11 -2.13
C 3.687 8.356 3.026 0.64 -0.35 0.33
H 1.054 3.094 0.859 0.09 -0.09 -0.36
H 0.217 4.502 1.474 -0.06 0.22 0.14
H 0.615 3.133 2.529 0.52 0.45 0.46
H 1.856 5.808 0.569 -0.06 0.09 -0.29
H 3.240 4.780 0.178 0.24 -0.10 -0.06
H 4.061 6.813 0.780 -0.60 1.63 0.02
H 4.555 5.869 1.981 -0.15 -0.27 1.22
H 3.297 8.838 3.923 -0.42 -0.32 -0.08
H 3.766 9.125 2.258 -0.68 -0.22 -0.59
H 4.735 8.152 3.247 0.21 -0.42 0.17
C -1.730 5.593 -4.991 0.38 1.17 -0.31
O -2.258 6.001 -6.261 -1.21 -1.09 0.30
C -3.609 6.456 -6.154 0.76 -0.62 -0.45
C -3.704 7.897 -5.879 -0.01 1.72 -0.14
O -3.378 8.258 -4.558 -0.85 0.48 1.05
C -3.795 9.583 -4.201 0.09 -0.04 -0.29
H -0.776 5.098 -5.172 -0.06 0.17 0.00
H -2.354 4.930 -4.391 -0.43 -0.22 -0.26
H -1.606 6.527 -4.441 0.41 -0.35 0.46
H -4.231 5.906 -5.447 0.34 -0.27 0.59
H -4.141 6.279 -7.089 0.43 0.00 -0.44
H -4.719 8.172 -6.164 -0.45 0.35 0.35
H -3.048 8.511 -6.497 0.15 -0.32 -0.67
H -3.167 10.366 -4.627 0.51 -0.13 -0.10
H -3.800 9.711 -3.119 0.19 -0.36 -0.03
H -4.790 9.856 -4.553 -0.36 -0.52 -0.11
C 4.778 -3.281 -3.616 -0.05 1.54 0.41
O 4.878 -2.221 -2.600 -0.07 -1.55 -0.44
C 4.923 -0.897 -3.064 -0.66 0.16 -0.20
C 4.465 0.011 -1.911 0.71 -0.79 -0.27
O 4.733 1.334 -2.280 0.68 0.62 1.05
C 4.512 2.285 -1.209 -0.59 -0.25 -1.48
H 4.807 -4.276 -3.172 -0.10 0.34 0.47
H 5.606 -3.225 -4.323 0.12 0.19 -0.07
H 3.832 -3.141 -4.139 -0.03 -0.18 -0.14
H 4.282 -0.718 -3.928 -0.39 -0.24 -0.21
H 5.921 -0.635 -3.417 0.31 0.19 0.30
H 5.030 -0.343 -1.048 0.32 0.37 0.38
H 3.423 -0.127 -1.622 -0.40 -0.10 -0.34
H 3.428 2.320 -1.106 -0.20 0.31 0.50
H 4.866 3.236 -1.606 -0.01 -0.04 0.17
H 4.978 2.101 -0.241 0.24 -0.55 -0.13
C -2.767 3.234 0.880 -0.39 -0.26 0.66
O -3.542 2.348 0.036 -0.66 0.94 0.99
C -4.598 1.689 0.753 0.45 -0.78 -0.37
C -5.518 0.990 -0.279 0.00 1.72 0.29
O -4.770 0.427 -1.367 -1.17 -0.20 1.18
C -5.442 -0.594 -2.043 -0.66 -1.36 -0.93
H -2.431 2.665 1.746 0.57 -0.08 -0.19
H -3.383 4.012 1.332 -0.52 0.13 -0.33
H -1.966 3.732 0.334 -0.04 -0.67 -0.24
H -5.137 2.387 1.395 -0.39 0.30 -0.39
H -4.190 0.973 1.466 0.47 -0.30 -0.19
H -6.146 1.785 -0.682 -0.12 0.08 -0.39
H -6.243 0.349 0.222 0.48 -0.72 -0.04
H -6.450 -0.386 -2.400 -0.24 0.92 0.26
H -5.578 -1.502 -1.456 0.41 -0.01 0.37
H -4.922 -0.862 -2.962 0.48 0.16 0.30
C 3.033 5.402 -2.884 0.56 0.94 -0.79
O 2.005 5.813 -2.047 -1.68 -0.63 0.31
C 0.882 4.875 -2.079 1.06 0.23 -0.01
C -0.399 5.479 -1.496 -0.38 0.54 -0.37
O -0.629 6.762 -2.094 1.47 -0.15 -0.13
C -1.839 7.369 -1.827 -1.10 -0.76 0.46
H 3.489 4.429 -2.703 -0.21 -0.20 0.42
H 3.790 6.183 -2.813 0.28 -0.16 0.18
H 2.738 5.429 -3.933 -0.32 -0.21 -0.28
H 1.262 3.982 -1.583 -0.64 -0.17 0.71
H 0.736 4.486 -3.086 -0.29 0.56 -0.39
H -0.411 5.518 -0.406 0.54 0.50 0.29
H -1.284 4.873 -1.688 0.17 -0.65 -0.53
H -2.654 6.694 -2.090 -0.42 -0.25 -0.38
H -2.003 8.274 -2.411 0.53 -0.07 0.09
H -2.018 7.538 -0.765 0.35 0.43 0.36
C 2.834 0.840 2.141 1.01 -0.83 -0.44
O 3.883 -0.189 2.126 -0.77 0.49 1.80
C 4.660 -0.402 3.342 2.04 1.20 -1.23
C 5.883 0.625 3.490 -1.35 -0.15 -0.04
O 7.104 0.236 2.916 -0.23 -0.79 0.45
C 7.049 0.313 1.522 0.72 0.74 -1.01
H 2.298 0.643 1.212 -0.12 0.16 0.01
H 3.245 1.849 2.108 0.14 0.05 0.07
H 2.128 0.779 2.969 0.16 -0.32 0.26
H 5.116 -1.383 3.208 0.01 -0.11 -0.13
H 4.227 -0.420 4.342 -1.25 0.24 -0.40
H 5.982 0.828 4.556 0.63 -0.39 0.09
H 5.645 1.606 3.080 -0.58 0.16 -0.28
H 6.198 -0.153 1.025 -0.10 -0.35 0.37
H 7.981 -0.037 1.078 -0.03 -0.56 0.35
H 7.054 1.357 1.209 -0.37 0.50 0.03
C -1.880 -0.693 -3.859 -0.02 -0.64 0.84
O -2.808 0.326 -3.586 -0.25 0.00 -0.41
C -2.930 1.248 -4.619 -0.75 2.30 0.59
C -4.097 2.196 -4.184 0.78 -0.74 0.06
O -3.788 2.650 -2.773 -1.29 1.04 -2.21
C -4.579 3.803 -2.311 -0.32 -0.32 -1.52
H -1.761 -1.177 -2.889 0.26 -0.33 -0.07
H -0.916 -0.282 -4.158 -0.01 -0.07 -0.31
H -2.362 -1.369 -4.565 0.51 -0.18 -0.32
H -3.005 0.836 -5.626 -0.79 -0.49 0.05
H -2.051 1.885 -4.715 0.44 0.04 0.49
H -5.063 1.705 -4.297 -0.13 -0.47 1.00
H -4.211 2.932 -4.980 0.61 1.07 0.62
H -4.004 4.611 -1.859 0.55 -0.49 -0.03
H -5.407 3.558 -1.646 0.28 -0.52 0.09
H -5.036 4.198 -3.218 -0.06 0.34 0.07
C 1.654 -3.289 -1.936 0.50 -0.71 0.52
O 1.532 -4.086 -3.107 -1.49 0.83 -0.35
C 0.210 -4.033 -3.661 0.35 -1.64 -0.80
C -0.045 -5.308 -4.546 1.59 0.60 -0.14
O 1.003 -5.656 -5.505 -0.80 0.54 0.07
C 1.180 -4.739 -6.601 0.29 0.25 1.57
H 2.570 -3.640 -1.462 -0.02 0.19 0.06
H 0.835 -3.475 -1.240 -0.24 -0.13 0.04
H 1.735 -2.208 -2.046 -0.06 0.13 -0.65
H -0.047 -3.140 -4.231 0.64 0.43 -0.14
H -0.573 -4.095 -2.905 0.06 -0.02 0.53
H -1.012 -5.159 -5.027 -0.14 -0.11 -0.25
H -0.087 -6.178 -3.890 -0.03 0.05 -0.08
H 2.124 -4.937 -7.108 -0.29 -0.76 -0.16
H 1.390 -3.755 -6.182 -0.48 0.44 -0.06
H 0.319 -4.721 -7.271 0.03 -0.03 -0.12
C -1.401 -2.752 6.640 0.94 -0.01 -0.15
O -0.331 -2.022 6.045 -2.29 1.12 -0.16
C 0.948 -2.435 6.302 0.35 -0.08 0.10
C 1.888 -1.368 5.858 0.70 0.59 0.10
O 1.818 -0.156 6.616 0.10 0.00 0.29
C 2.359 -0.214 7.955 -0.48 -0.36 -1.01
H -1.348 -3.787 6.301 -0.24 -0.23 -0.01
H -2.350 -2.301 6.350 0.18 0.03 -0.11
H -1.312 -2.733 7.726 -0.04 -0.01 0.19
H 1.120 -3.330 5.703 0.53 -0.51 0.31
H 1.148 -2.554 7.367 -0.24 -0.69 0.28
H 1.711 -1.123 4.811 -0.13 0.28 0.04
H 2.890 -1.796 5.910 0.38 0.02 0.06
H 2.309 0.773 8.416 -0.03 0.05 -0.39
H 3.395 -0.549 7.912 0.12 -0.08 0.14
H 1.761 -0.885 8.571 0.10 -0.15 0.16
C 5.421 -7.724 0.762 0.09 0.76 0.23
O 6.019 -6.799 1.642 -0.99 1.17 1.15
C 5.075 -6.034 2.424 -0.12 -0.27 -0.05
C 4.412 -4.795 1.772 1.96 -0.58 0.19
O 5.434 -4.016 1.210 0.76 0.01 0.82
C 4.983 -3.041 0.311 0.58 -0.48 -0.27
H 5.071 -8.608 1.294 0.33 -0.39 -0.02
H 6.226 -7.884 0.045 -0.51 -0.62 -0.25
H 4.527 -7.297 0.308 0.05 0.11 -0.49
H 5.540 -5.770 3.374 0.57 0.30 -0.33
H 4.238 -6.641 2.769 -0.24 -0.59 -0.21
H 3.994 -4.230 2.605 -0.89 -0.09 -0.09
H 3.712 -5.102 0.995 -0.47 0.16 0.09
H 4.431 -2.223 0.773 -0.64 -0.18 0.06
H 4.466 -3.646 -0.434 -0.48 0.92 -0.52
H 5.864 -2.571 -0.127 0.01 -0.25 -0.19
C -0.945 1.224 8.925 -1.04 1.08 0.22
O -1.730 1.794 7.855 0.15 -1.43 -0.38
C -1.127 1.633 6.549 0.52 0.36 0.09
C -2.095 1.980 5.415 -0.71 0.91 0.09
O -1.522 2.195 4.105 -0.19 -0.39 1.67
C -1.162 1.002 3.441 0.41 0.54 -0.95
H -1.525 1.404 9.830 -0.18 0.18 -0.02
H -0.026 1.792 9.073 0.35 -0.25 -0.31
H -0.798 0.144 8.942 0.21 -0.08 -0.83
H -0.714 0.643 6.353 0.07 -0.22 0.53
H -0.313 2.358 6.561 0.34 -0.05 -0.55
H -2.583 2.911 5.703 0.15 0.29 -0.19
H -2.935 1.289 5.341 0.13 -0.57 0.00
H -0.555 1.357 2.608 0.25 -0.28 -0.04
H -2.002 0.508 2.952 -0.33 -0.16 0.37
H -0.572 0.293 4.022 -0.09 0.00 0.29
```
Forces are in eV/Å.

Multiplicity: 6
Energy: -6012.4967 Ha
LUMO energy (alpha / beta): -0.0017 / -0.0018 Ha
HOMO (alpha / beta): -0.26570 / -0.27760 hartree